No. 1
The molecule C4H3NO in a non-equilibrium geometry, computed with wB97M-V/def2-TZVPD.

Atoms and positions in Å:
O (-1.256, 1.022, -0.644)
C (-0.535, -0.148, -0.341)
C (0.935, 0.007, -0.264)
C (2.135, 0.101, -0.254)
C (-1.053, -0.755, 0.904)
N (-1.472, -1.210, 1.880)
H (-1.198, 1.628, 0.110)
H (-0.750, -0.865, -1.141)
H (3.200, 0.211, -0.251)

Calculated values
E_HOMO (eV): -11.10
Energy relative to the best compared isomer or geometry (same formula, charge and spin) (kcal per mole): 34.9
Kohn-Sham gap (eV): 11.6
LUMO energy (Eh): 0.0200
Charge: 0
SMILES string: C#C[C@H](O)C#N

Atom charges from the Mulliken analysis, given in e for atoms 1 to 8: O -0.512; C 0.256; C -0.610; C 0.112; C 0.137; N -0.356; H 0.368; H 0.196

=====

No. 2
A cluster of 41 separate species, H80O44S in total in a non-equilibrium geometry, computed with wB97M-V/def2-TZVPD.

Atoms and positions in Å:
S (-0.350, 0.799, 1.036)
O (-0.527, -0.601, 0.573)
O (0.115, 0.742, 2.481)
O (0.638, 1.541, 0.163)
O (-1.597, 1.608, 1.031)
O (0.787, -3.049, 4.047)
H (-0.193, -3.231, 3.858)
H (0.813, -2.142, 4.396)
O (-2.761, 2.057, 3.674)
H (-2.328, 1.817, 2.820)
H (-1.939, 2.261, 4.173)
O (0.062, -0.897, -2.142)
H (-0.621, -0.327, -2.574)
H (-0.012, -0.776, -1.156)
O (4.877, -0.424, 0.992)
H (4.156, -0.177, 0.424)
H (4.777, -1.404, 1.049)
O (2.925, -2.636, -1.115)
H (2.469, -2.528, -0.252)
H (2.939, -1.723, -1.424)
O (1.964, -2.663, 1.434)
H (1.709, -2.697, 2.391)
H (1.445, -1.887, 1.196)
O (-0.543, -4.576, 0.537)
H (-0.273, -4.690, -0.375)
H (0.187, -4.030, 0.892)
O (4.278, 1.017, 3.151)
H (4.642, 0.140, 3.018)
H (3.521, 0.972, 3.734)
O (1.238, 3.904, -1.028)
H (2.015, 3.965, -0.444)
H (0.738, 3.146, -0.748)
O (2.998, 2.747, 1.372)
H (2.212, 2.439, 0.902)
H (3.283, 1.962, 1.814)
O (5.801, 2.808, 0.555)
H (5.564, 1.881, 0.511)
H (4.996, 3.147, 0.998)
O (1.249, -0.255, 4.664)
H (0.932, 0.285, 3.919)
H (0.882, 0.154, 5.452)
O (-2.977, 2.440, -1.475)
H (-2.677, 3.120, -2.022)
H (-2.242, 2.082, -0.998)
O (-1.617, 4.249, 1.152)
H (-2.510, 4.236, 1.569)
H (-1.515, 3.301, 0.904)
O (-4.850, -3.093, 3.405)
H (-5.049, -2.572, 2.630)
H (-4.052, -3.623, 3.353)
O (3.559, -8.396, -2.131)
H (4.113, -8.318, -2.890)
H (3.829, -7.628, -1.608)
O (4.939, 2.124, -2.144)
H (4.412, 2.896, -2.423)
H (5.299, 2.457, -1.309)
O (-2.316, -2.511, 0.148)
H (-1.718, -3.186, 0.417)
H (-1.741, -1.739, 0.217)
O (-4.301, -0.274, -2.062)
H (-4.435, -0.849, -1.266)
H (-3.782, 0.527, -1.759)
O (0.447, 1.349, 6.626)
H (1.078, 2.047, 6.345)
H (0.067, 1.685, 7.451)
O (-3.086, 0.039, -6.180)
H (-3.088, -0.786, -5.630)
H (-3.925, 0.006, -6.556)
O (0.798, -4.142, -2.382)
H (1.663, -3.661, -2.243)
H (0.261, -3.405, -2.722)
O (-0.001, 3.470, 3.501)
H (0.428, 2.709, 3.058)
H (-0.338, 3.901, 2.661)
O (-1.049, 5.893, -0.887)
H (-1.461, 5.250, -0.305)
H (-0.083, 5.825, -0.850)
O (-4.863, 1.547, 1.188)
H (-4.689, 1.994, 0.377)
H (-4.023, 1.621, 1.657)
O (1.813, 3.748, 5.859)
H (1.378, 4.190, 5.105)
H (2.727, 3.742, 5.593)
O (-1.730, -1.163, 3.594)
H (-2.506, -0.598, 3.625)
H (-1.007, -0.513, 3.508)
O (1.442, 1.741, -5.070)
H (0.504, 1.541, -5.166)
H (1.857, 0.980, -4.551)
O (-3.079, -3.751, -2.459)
H (-2.631, -3.047, -1.993)
H (-3.661, -4.185, -1.823)
O (-4.209, 4.585, 2.704)
H (-5.087, 4.118, 2.734)
H (-3.699, 3.894, 3.103)
O (-5.212, -1.422, 0.722)
H (-4.281, -1.773, 0.792)
H (-5.160, -0.490, 1.008)
O (3.089, 0.321, -1.145)
H (2.283, 0.853, -0.890)
H (3.737, 0.911, -1.648)
O (-2.725, -1.574, -4.068)
H (-2.911, -2.444, -3.850)
H (-3.257, -0.994, -3.492)
O (2.990, 3.765, -3.435)
H (2.527, 3.814, -2.580)
H (2.503, 3.064, -3.883)
O (-2.004, -3.677, 3.233)
H (-1.910, -2.772, 2.886)
H (-1.678, -4.271, 2.591)
O (1.380, -5.564, -4.776)
H (1.038, -4.916, -4.144)
H (1.973, -6.121, -4.268)
O (4.218, -5.416, -1.493)
H (3.563, -5.135, -0.856)
H (4.421, -4.536, -1.783)
O (0.948, -1.749, -4.810)
H (0.988, -1.570, -3.838)
H (0.180, -1.146, -4.967)
O (-1.259, 1.257, -4.705)
H (-2.041, 1.232, -5.250)
H (-1.585, 0.935, -3.851)
O (-2.155, 4.687, -2.972)
H (-1.729, 5.336, -2.368)
H (-1.623, 4.854, -3.740)

Calculated values
E_HOMO (eV): -6.53
Energy relative to the best compared isomer or geometry (same formula, charge and spin) (kcal per mole): 0.0
Kohn-Sham gap (eV): 10.0
LUMO energy (Eh): 0.1289
Charge: -2

Atom charges from the Mulliken analysis, given in e for atoms 1 to 8: S -1.124; O -0.456; O 0.164; O 0.287; O 0.029; O -0.781; H 0.497; H 0.404

=====

No. 3
A structure of composition C38H33Br9F5N in a non-equilibrium geometry, computed with wB97M-V/def2-TZVPD.

Atoms and positions in Å:
F (2.116, 1.766, -3.531)
C (1.421, 2.803, -2.999)
C (1.064, 3.899, -3.774)
C (0.562, 5.055, -3.162)
C (0.337, 5.010, -1.812)
C (0.681, 3.945, -1.015)
C (1.318, 2.811, -1.607)
H (1.408, 3.767, -4.832)
H (0.140, 5.858, -3.697)
H (-0.257, 5.748, -1.303)
H (0.416, 3.988, 0.017)
H (1.658, 1.986, -1.017)
F (0.960, 1.435, 2.599)
C (0.337, 0.408, 1.838)
C (-0.663, 0.788, 1.009)
C (-1.177, -0.271, 0.267)
C (-0.763, -1.623, 0.443)
C (0.320, -1.889, 1.328)
C (0.868, -0.849, 2.001)
H (-1.156, 1.772, 1.106)
H (-1.960, -0.098, -0.386)
H (-1.296, -2.390, -0.056)
H (0.604, -2.958, 1.488)
H (1.641, -0.964, 2.755)
F (-0.268, -6.099, -3.932)
C (0.470, -5.239, -3.188)
C (1.221, -5.757, -2.180)
C (1.897, -4.907, -1.334)
C (1.934, -3.541, -1.607)
C (1.203, -3.075, -2.720)
C (0.442, -3.872, -3.529)
H (1.085, -6.831, -1.985)
H (2.496, -5.254, -0.546)
H (2.514, -2.781, -1.099)
H (1.099, -1.954, -2.901)
H (-0.231, -3.544, -4.296)
F (-3.511, 2.228, 0.710)
C (-3.786, 2.974, -0.405)
C (-5.074, 3.482, -0.577)
C (-5.359, 4.143, -1.713)
C (-4.302, 4.460, -2.630)
C (-3.039, 3.891, -2.473)
C (-2.782, 3.174, -1.298)
H (-5.781, 3.319, 0.232)
H (-6.320, 4.595, -1.894)
H (-4.569, 5.043, -3.478)
H (-2.268, 4.028, -3.201)
H (-1.748, 2.786, -1.135)
F (-2.529, -2.416, -3.396)
C (-3.034, -2.844, -2.238)
C (-3.582, -1.915, -1.399)
C (-4.105, -2.313, -0.215)
C (-4.061, -3.709, 0.116)
C (-3.397, -4.594, -0.699)
C (-2.809, -4.110, -1.849)
H (-3.834, -0.871, -1.759)
H (-4.835, -1.773, 0.350)
H (-4.578, -4.092, 0.941)
H (-3.348, -5.673, -0.645)
H (-2.308, -4.776, -2.536)
C (-1.792, -0.155, 4.448)
Br (-2.654, -1.459, 3.311)
Br (-0.148, -0.768, 5.220)
Br (-2.981, 0.711, 5.730)
H (-1.520, 0.663, 3.763)
C (5.844, -3.994, 1.994)
Br (7.006, -5.479, 1.333)
Br (6.499, -3.238, 3.660)
Br (3.973, -4.478, 2.080)
H (5.876, -3.214, 1.203)
C (0.143, 3.731, 4.806)
Br (1.454, 4.584, 3.660)
Br (-1.583, 3.746, 3.968)
Br (0.268, 4.596, 6.536)
H (0.394, 2.754, 5.013)
N (4.210, 1.517, 0.205)
C (4.041, 0.196, 0.397)
C (4.226, -0.424, 1.623)
C (4.532, 0.387, 2.741)
C (4.649, 1.821, 2.543)
C (4.520, 2.299, 1.245)
H (3.782, -0.379, -0.487)
H (4.021, -1.474, 1.811)
H (4.532, -0.003, 3.735)
H (4.655, 2.535, 3.315)
H (4.570, 3.345, 0.995)

Calculated values
E_HOMO (eV): -9.10
Kohn-Sham gap (eV): 8.6
LUMO energy (Eh): -0.0197
Charge: 0

Atom charges from the Mulliken analysis, given in e for atoms 1 to 8: F -0.312; C 0.239; C -0.424; C -0.686; C -0.294; C -0.894; C -0.076; H 0.359

=====

No. 4
The ion C6H9N with charge +1 in a non-equilibrium geometry, computed with wB97M-V/def2-TZVPD.

Atoms and positions in Å:
C (-1.127, -1.649, 1.746)
C (-0.557, -0.808, 0.650)
C (0.382, -1.334, -0.292)
N (1.136, -0.286, -0.767)
C (0.442, 0.867, -0.522)
C (-0.623, 0.544, 0.378)
C (0.711, 2.108, -1.254)
H (-1.961, -1.131, 2.223)
H (-1.420, -2.600, 1.312)
H (-0.394, -1.665, 2.555)
H (0.466, -2.250, -0.846)
H (1.881, -0.467, -1.423)
H (-1.395, 1.291, 0.477)
H (0.120, 2.919, -0.845)
H (1.748, 2.403, -1.066)
H (0.589, 2.059, -2.327)

Calculated values
E_HOMO (alpha / beta) (eV): -14.01 / -14.58
<S²>: 0.763
Energy relative to the best compared isomer or geometry (same formula, charge and spin) (kcal per mole): 17.9
Kohn-Sham gap (alpha / beta) (eV): 10.2 / 7.8
Multiplicity: 2
LUMO energy (alpha / beta) (Eh): -0.1389 / -0.2489
Charge: +1

Atom charges from the Mulliken analysis, given in e for atoms 1 to 8: C -1.207; C 0.698; C -0.401; N -0.055; C 0.588; C -0.583; C -1.144; H 0.355

=====

No. 5
The molecule C4H6N2O, computed with wB97M-V/def2-TZVPD.

Atoms and positions in Å:
C (-0.665, 1.062, -1.492)
C (-0.323, -0.152, -0.672)
N (-0.533, 0.014, 0.727)
C (0.671, 0.586, 1.542)
C (0.393, -0.676, 1.546)
O (0.516, -1.924, 1.940)
N (0.062, -1.288, -1.091)
H (-0.023, 1.903, -1.206)
H (-1.701, 1.364, -1.310)
H (-0.530, 0.866, -2.559)
H (0.833, 1.512, 2.063)
H (1.201, -1.968, 2.622)
H (0.100, -1.300, -2.110)

Calculated values
E_HOMO (eV): -8.26
Energy relative to the best compared isomer or geometry (same formula, charge and spin) (kcal per mole): 101.0
Kohn-Sham gap (eV): 8.9
LUMO energy (Eh): 0.0236
Charge: 0
SMILES string: [H]/N=C(\C)N1C=C1O

Atom charges from the Mulliken analysis, given in e for atoms 1 to 8: C -1.049; C 0.653; N -0.385; C -0.481; C 0.545; O -0.428; N -0.627; H 0.268

=====

No. 6
A structure of composition C7F27HfN3O15PS7 in a non-equilibrium geometry, computed with wB97M-V/def2-TZVPD.

Atoms and positions in Å:
Hf (-0.042, -0.167, 0.192)
C (3.792, 1.294, -2.156)
F (3.563, 2.389, -2.869)
F (3.667, 0.165, -2.880)
F (5.017, 1.502, -1.683)
S (2.495, 1.054, -0.682)
O (2.174, -0.335, -0.504)
O (3.044, 1.656, 0.514)
O (1.088, 1.490, -0.925)
P (0.404, -0.654, -3.858)
F (1.548, -1.383, -3.014)
F (1.114, -1.073, -5.267)
F (-0.350, -2.082, -3.936)
F (-0.833, -0.106, -4.763)
F (-0.191, -0.319, -2.385)
F (1.259, 0.749, -3.620)
C (-3.503, -1.827, -2.084)
F (-4.747, -2.289, -2.273)
F (-2.617, -2.855, -2.226)
F (-3.194, -0.902, -3.065)
S (-3.277, -1.032, -0.302)
O (-4.594, -0.787, 0.249)
O (-2.478, -2.023, 0.387)
N (-2.132, 0.323, -0.530)
S (-3.198, 1.456, -0.900)
O (-4.407, 1.151, -1.678)
O (-3.510, 2.319, 0.241)
C (-2.113, 2.603, -2.116)
F (-0.949, 2.918, -1.484)
F (-1.768, 1.857, -3.162)
F (-2.869, 3.653, -2.520)
C (-2.805, 1.412, 3.269)
F (-3.217, 1.296, 4.488)
F (-3.564, 0.623, 2.559)
F (-2.946, 2.770, 2.849)
S (-0.987, 0.648, 3.110)
O (-0.323, 0.413, 4.363)
O (-1.210, -0.507, 2.268)
N (-0.195, 1.528, 1.720)
S (0.467, 2.688, 2.641)
O (-0.364, 3.205, 3.778)
O (1.853, 2.386, 3.041)
C (0.605, 4.175, 1.478)
F (0.858, 5.332, 2.071)
F (1.546, 3.927, 0.619)
F (-0.578, 4.191, 0.895)
C (2.487, -3.878, -0.489)
F (2.676, -3.623, -1.823)
F (2.652, -5.134, -0.272)
F (3.471, -3.222, 0.135)
S (0.736, -3.364, 0.162)
O (0.107, -2.559, -0.917)
O (0.010, -4.528, 0.669)
N (0.896, -1.960, 1.232)
S (1.335, -2.770, 2.598)
O (0.285, -2.724, 3.583)
O (2.035, -4.048, 2.540)
C (2.689, -1.488, 3.132)
F (3.808, -1.614, 2.445)
F (2.240, -0.329, 2.792)
F (3.041, -1.593, 4.366)

Calculated values
E_HOMO (alpha / beta) (eV): -1.67 / -6.03
<S²>: 0.752
Kohn-Sham gap (alpha / beta) (eV): 5.9 / 10.3
Multiplicity: 2
LUMO energy (alpha / beta) (Eh): 0.1561 / 0.1578
Charge: -2

Atom charges from the Mulliken analysis, given in e for atoms 1 to 8: Hf 3.729; C 0.506; F -0.202; F -0.113; F -0.219; S 1.342; O -1.066; O -0.627